1.
The following is a DFT calculation (the ωB97M-V functional and the def2-TZVPD basis) of a 8-piece molecular cluster, C17H53N13O8 overall in a non-equilibrium geometry.

The geometry in ORCA input format:
```
! RIJCOSX wB97M-V def2-TZVPD def2/J DEFGRID3
* xyz -1 2
O 6.52 2.80 0.43
H -4.75 -1.49 -5.55
H 1.98 -1.83 2.97
C -1.05 -3.26 2.62
C 3.03 1.94 4.72
H 6.48 -0.30 0.61
H 2.81 1.16 2.15
N 3.88 -3.99 -0.72
H -0.74 -3.60 0.47
H 8.44 0.22 0.37
C 3.00 2.13 -0.95
H -5.11 2.26 0.27
O 0.21 -2.96 3.18
N -5.45 2.76 -0.55
N 3.73 2.65 3.83
H 2.92 -3.94 -1.03
N -2.02 3.00 0.51
H -1.40 -2.26 2.34
N 3.07 1.10 1.18
H -3.18 1.88 -2.07
H 4.39 -4.78 -0.36
H -1.35 2.59 1.14
O 1.01 0.02 -0.42
H 3.49 1.30 -1.45
H -4.64 -1.08 0.42
N -2.11 -1.87 -4.09
H -6.53 3.53 -2.60
C -0.23 -0.51 -1.05
H -0.97 -1.07 -0.46
H -3.14 -0.72 -5.68
H -4.15 0.57 -2.83
C 4.36 -2.85 -0.33
C -5.64 2.96 -2.87
H -1.59 -1.20 -4.64
N -0.61 -5.43 1.66
C 1.25 -2.36 2.37
H -0.66 0.39 -1.48
H -5.90 2.48 -3.82
H 2.56 1.85 6.59
N -2.78 4.30 -1.04
C -3.33 -2.09 -4.27
H -1.73 -3.40 3.46
H 0.51 1.02 1.34
H 0.02 -1.12 -1.92
N -3.77 -1.44 -5.35
H -1.18 -5.72 2.44
C -4.03 1.21 -1.95
H 2.06 2.85 0.92
N 3.73 -1.91 -0.94
H 0.05 1.73 -0.17
H 1.82 -2.99 1.68
H 5.24 0.90 0.97
N 8.16 1.18 0.23
N 6.12 0.65 0.56
H 2.32 2.47 -1.73
N 3.08 2.45 5.96
H 0.27 -5.21 2.10
C -1.77 4.02 -0.25
H -4.85 3.69 -3.03
C -1.21 -4.10 1.32
C -2.67 -4.26 0.75
C 6.90 1.60 0.37
H 3.82 2.82 -0.76
C -5.39 1.98 -1.78
H -3.21 -3.31 0.84
H 0.92 -1.52 1.75
H 8.71 1.92 -0.19
O 2.49 0.90 4.36
H 2.75 0.17 0.95
H -2.77 2.40 0.19
H -6.29 1.36 -1.81
H -3.15 -4.95 1.43
H 4.03 -1.02 -0.58
H 3.45 3.38 6.06
H -2.84 -4.60 -0.27
H -3.60 3.95 -0.56
H 2.87 -2.20 -1.37
C 2.22 1.93 0.36
H -6.37 3.10 -0.34
O -3.93 0.52 -0.75
H -5.51 -0.86 -1.08
O 5.25 -2.82 0.54
C -4.52 -0.81 -0.63
H -1.64 -2.49 -3.44
O -3.93 -2.90 -3.57
H -3.85 -1.52 -1.12
C 0.86 1.21 0.33
H 3.81 2.20 2.93
O -0.73 4.68 -0.28
H 4.39 3.39 3.99
H -2.72 5.18 -1.53
*
```

Computed properties:
Total energy = -54238.709 eV
Frontier orbital gap (alpha / beta) = 2.10 / 9.32 eV
Expectation value of S² = 0.751
LUMO level (alpha / beta) = 2.2756 / 2.2617 eV


2.
The following is a DFT calculation (the ωB97M-V functional and the def2-TZVPD basis) of C18H33N3O3PdSbSe2 as an isolated structure.

The geometry in ORCA input format:
```
! RIJCOSX wB97M-V def2-TZVPD def2/J DEFGRID3
* xyz 1 5
C 1.46 0.52 -3.86
C -2.90 -1.48 -0.76
H 1.80 -0.26 -5.85
H 3.07 1.18 -2.57
C 0.27 -1.45 3.22
O 3.17 -0.63 -0.21
H 2.39 2.44 -3.61
H -0.37 0.11 -4.89
H -1.31 -2.38 0.38
Sb -1.27 0.10 1.19
H 4.99 -2.27 -0.09
H -0.33 -2.36 3.18
H -4.81 1.99 1.79
H 5.55 -1.84 1.50
H -3.98 0.87 2.86
C -2.21 2.85 1.85
H -2.22 0.73 4.33
H 3.27 0.26 -5.02
Pd 1.07 0.32 -0.05
N 1.84 1.63 1.77
C 3.94 -0.77 0.79
H -1.26 3.17 1.40
H -2.91 3.68 1.77
Se 1.23 2.29 -1.45
C -1.69 -0.22 4.26
H 2.59 1.82 -6.62
H -1.23 -0.40 5.24
N 5.27 -0.39 4.03
O -0.75 0.84 -2.97
O 2.11 1.79 -5.79
H 1.33 -1.63 -4.11
H -2.25 -1.03 -1.51
H -0.03 1.83 -4.66
C 2.79 0.96 1.91
C -2.78 1.60 1.18
H 0.86 -1.48 4.15
H -3.28 -2.42 -1.17
C 2.23 0.51 -5.21
C -0.60 -0.19 3.20
C -3.08 -2.40 1.59
H -2.95 1.80 0.12
N 4.89 -1.72 0.75
H 2.68 -1.11 -3.09
C 0.01 0.85 -4.18
H -3.94 -1.79 1.85
C -2.17 -1.73 0.56
H -4.56 0.33 1.28
H -2.42 -1.01 4.09
H -2.02 2.69 2.92
H -3.76 -0.82 -0.62
H -2.55 -2.65 2.51
H 0.04 0.68 3.36
H 1.00 -1.48 2.40
C 1.63 -0.91 -3.34
H -3.46 -3.34 1.18
C 4.63 -0.17 3.10
Se 0.72 -1.49 -1.73
C 3.83 0.04 1.95
C -4.10 1.16 1.82
C 2.15 1.57 -2.99
H -1.63 1.19 -3.16
*
```

Computed properties:
Total energy = -170515.331 eV
Frontier orbital gap (alpha / beta) = 8.35 / 5.38 eV
Expectation value of S² = 6.016
LUMO level (alpha / beta) = -2.2359 / -5.3184 eV